--- 1 ---
This record from the OMol25 dataset describes one molecule with the formula C5H8ClN. The level of theory is ωB97M-V with the def2-TZVPD basis set.

Each line ends with the Mulliken charge.
Cartesian coordinates (Å):
1 C 0.74106 -0.69161 2.19935  -0.635
2 C 0.62998 -1.14850 0.97000  -0.165
3 C 0.24738 -0.42361 -0.32529  0.330
4 Cl 1.35919 -0.58214 -1.71815  -0.226
5 C -0.95508 0.24798 -0.64940  -0.431
6 C -1.90192 0.63984 0.45680  -0.533
7 N -1.42920 2.12958 0.86952  -0.689
8 H 0.39142 0.24423 2.39569  0.306
9 H 0.93114 -1.37242 3.06007  0.238
10 H 0.65914 -2.20526 0.70266  0.287
11 H -1.08486 0.82234 -1.60378  0.337
12 H -3.00034 0.75759 0.21189  0.267
13 H -1.97012 0.13665 1.37483  0.389
14 H -0.38888 2.05824 1.09837  0.254
15 H -1.20788 2.80343 -0.02659  0.270

Results
orbital gap: 9.36 eV
SMILES string: C=C/C(Cl)=C\CN
highest occupied orbital energy: -8.7 eV
spin multiplicity: 1


--- 2 ---
This record from the OMol25 dataset describes a 2-piece molecular cluster, C5H8ClN overall. The level of theory is ωB97M-V with the def2-TZVPD basis set.

Each line ends with the Mulliken charge.
Cartesian coordinates (Å):
1 C -1.11709 1.60952 -0.50484  -0.641
2 C 0.27832 -1.23430 -0.16821  0.173
3 C -1.89762 -0.57365 -0.00134  0.314
4 C 0.78899 -1.12492 1.20407  -0.861
5 C 0.78078 -1.12440 -1.34448  -0.683
6 N -2.13172 0.63216 -0.27366  -0.415
7 Cl -3.05547 -1.65410 0.47576  -0.142
8 H -1.60870 2.50566 -0.77764  0.351
9 H -0.30272 1.86993 0.29352  0.170
10 H 1.92181 -1.23912 1.17438  0.314
11 H 0.39890 -2.08913 1.64605  0.266
12 H 0.43794 -0.24097 1.72438  0.276
13 H -0.63085 1.36067 -1.42742  0.262
14 H 0.06848 -0.85839 -2.12386  0.257
15 H 1.73541 -1.38255 -1.64020  0.359

Results
orbital gap: 8.82 eV
highest occupied orbital energy: -8.3 eV
spin multiplicity: 1


Which of them is the most stable? Correct choice: 1.


--- 1 ---
This record from the OMol25 dataset describes one molecule with the formula C5H8ClN. The level of theory is ωB97M-V with the def2-TZVPD basis set.

Each line ends with the Mulliken charge.
Cartesian coordinates (Å):
1 C 0.83299 0.52600 0.92275  0.665
2 C 0.84195 -0.52223 -0.05680  -0.722
3 C 0.26608 -0.33832 1.98308  -0.260
4 C -1.11282 0.38739 -1.38475  -1.311
5 C -0.02140 -0.63407 -1.31951  -0.143
6 N 0.90555 1.76930 0.99545  -0.700
7 Cl 0.82281 -1.77401 2.67678  -0.145
8 H 1.50402 -1.29825 0.15131  0.512
9 H -0.87531 -0.14806 2.06501  0.264
10 H -0.80039 1.39094 -1.19111  0.396
11 H -1.85051 0.25693 -0.65402  0.355
12 H -1.59705 0.29042 -2.44375  0.296
13 H 0.68530 -0.41389 -2.21237  0.223
14 H -0.27422 -1.73285 -1.43882  0.291
15 H 0.67302 2.24069 1.90676  0.279

Results
orbital gap (spin up / spin down): 8.20 / 8.20 eV
highest occupied orbital energy (spin up / spin down): -8.1 / -8.1 eV
spin multiplicity: 1


--- 2 ---
This record from the OMol25 dataset describes one molecule with the formula C5H8ClN. The level of theory is ωB97M-V with the def2-TZVPD basis set.

Each line ends with the Mulliken charge.
Cartesian coordinates (Å):
1 Cl -2.82643 -0.02399 0.33614  -0.219
2 C -1.16274 0.01875 -0.35454  0.294
3 C -0.31059 -1.26322 -0.07250  -1.141
4 C 1.08999 -0.76400 -0.15776  0.169
5 N 1.53467 -0.02920 0.99951  -0.673
6 C 1.06578 0.74714 -0.15585  -0.182
7 C -0.35622 1.26313 -0.05593  -1.026
8 H -1.32868 -0.03085 -1.43987  0.309
9 H -0.49930 -2.10135 -0.69822  0.409
10 H -0.58049 -1.56644 0.94809  0.301
11 H 1.79912 -1.35718 -0.74512  0.382
12 H 0.81905 -0.05410 1.72754  0.296
13 H 1.80069 1.42772 -0.53634  0.440
14 H -0.58081 1.63194 0.94432  0.301
15 H -0.46406 2.10165 -0.73948  0.341

Results
orbital gap: 10.48 eV
SMILES string: Cl[C@@H]1C[C@@H]2N[C@@H]2C1
highest occupied orbital energy: -9.5 eV
spin multiplicity: 1


Which of them is the most stable? Correct choice: 2.


--- 1 ---
This record from the OMol25 dataset describes an isolated ion of composition C2HF3NOS and charge -1. The level of theory is ωB97M-V with the def2-TZVPD basis set.

Each line ends with the Mulliken charge.
Cartesian coordinates (Å):
1 O -0.90919 -1.14670 -2.38920  -0.541
2 C -0.42607 -0.26819 -1.75315  0.412
3 S 0.48303 1.14404 -2.07478  -0.591
4 N -0.55244 -0.27539 -0.20181  -0.484
5 C -0.24582 -1.44067 0.41237  0.839
6 F 0.97253 -1.95494 0.09742  -0.306
7 F -0.16988 -1.25210 1.74732  -0.295
8 F -1.08509 -2.43556 0.23774  -0.268
9 H 0.26864 0.37747 0.12190  0.233

Results
total charge: -1
orbital gap: 7.67 eV
SMILES string: [O-]C(=S)NC(F)(F)F
highest occupied orbital energy: -3.8 eV
spin multiplicity: 1


--- 2 ---
This record from the OMol25 dataset describes a 2-piece molecular cluster, C2HF3NOS overall. The level of theory is ωB97M-V with the def2-TZVPD basis set.

Each line ends with the Mulliken charge.
Cartesian coordinates (Å):
1 C 3.18532 0.72343 0.08985  0.460
2 C -1.22157 0.36275 0.23704  0.891
3 N 2.48397 -0.20398 0.22451  -0.127
4 O 4.02946 1.56051 0.08359  -0.618
5 F -1.76485 0.32471 1.48448  -0.271
6 F -1.01392 1.72422 0.11108  -0.238
7 F -2.23952 0.03878 -0.65510  -0.245
8 S 1.36679 -1.39684 -0.03035  -0.517
9 H -0.30031 -0.34198 0.27786  -0.336

Results
total charge: -1
orbital gap: 7.30 eV
highest occupied orbital energy: -3.5 eV
spin multiplicity: 1


Which of them is the most stable? Correct choice: 1.


--- 1 ---
This record from the OMol25 dataset describes a 2-piece molecular cluster, C7H18 overall. The level of theory is ωB97M-V with the def2-TZVPD basis set.

Each line ends with the Mulliken charge.
Cartesian coordinates (Å):
1 C 1.75332 -2.64669 0.48298  -1.759
2 C 0.84456 -1.38628 0.32750  0.813
3 C 0.66090 -0.64388 1.68424  -1.090
4 C 1.56213 -0.46717 -0.67348  -1.293
5 H 1.37916 -3.33766 1.23349  0.419
6 H 2.73289 -2.25733 0.77765  0.404
7 H 1.86353 -3.11643 -0.49061  0.417
8 H -0.10214 -1.67031 -0.08393  0.409
9 H 1.23777 0.26624 1.64783  0.276
10 H -0.38711 -0.37627 1.82567  0.072
11 H 1.02235 -1.27946 2.47903  0.421
12 H 1.05599 -0.40151 -1.65169  0.253
13 H 1.82254 0.50779 -0.24872  0.247
14 H 2.51134 -0.83875 -1.09128  0.449
15 C -2.13042 0.54472 0.01001  -0.687
16 C -2.05415 1.96736 -0.48188  -0.380
17 C -0.80628 2.37822 -1.24334  -1.097
18 H -3.00963 -0.11086 -0.11894  0.375
19 H -2.04761 0.35347 1.08515  0.213
20 H -1.40248 0.02594 -0.61385  0.018
21 H -2.93708 2.21045 -1.07242  0.309
22 H -2.28658 2.72200 0.28527  0.334
23 H -0.93764 3.34335 -1.72418  0.348
24 H -0.01108 2.59530 -0.51741  0.225
25 H -0.33429 1.61778 -1.82710  0.304

Results
orbital gap: 11.71 eV
SMILES string: CC(C)C.CCC
highest occupied orbital energy: -10.6 eV
spin multiplicity: 1


--- 2 ---
This record from the OMol25 dataset describes a 2-piece molecular cluster, C7H18 overall. The level of theory is ωB97M-V with the def2-TZVPD basis set.

Each line ends with the Mulliken charge.
Cartesian coordinates (Å):
1 C 1.17392 -2.75985 1.28738  -1.428
2 C 0.51757 -1.51500 0.62966  0.682
3 C 1.56777 -0.52051 0.36145  -1.226
4 C -0.06406 -1.93392 -0.83421  -1.306
5 H 2.07890 -3.07410 0.75290  0.302
6 H 0.42793 -3.47943 1.09042  0.405
7 H 1.49385 -2.68982 2.28901  0.410
8 H -0.28488 -0.85741 1.08987  0.216
9 H 2.37351 -0.88365 -0.22060  0.527
10 H 1.10478 0.36863 -0.12903  0.025
11 H 2.08850 -0.34421 1.31492  0.327
12 H -0.37307 -2.99908 -0.77466  0.392
13 H -0.82804 -1.32860 -1.06964  0.438
14 H 0.78151 -2.05988 -1.58092  0.245
15 C -1.95779 2.57730 0.39004  -1.250
16 C -0.79223 1.69086 -0.10837  0.565
17 C -0.48311 2.21439 -1.44668  -1.489
18 H -1.69686 2.79095 1.55177  0.227
19 H -2.16713 3.37266 -0.29432  0.348
20 H -2.83838 2.09632 0.54950  0.390
21 H -1.09960 0.60364 -0.21853  -0.333
22 H -0.04227 1.77813 0.66991  0.403
23 H 0.46468 1.73680 -1.85137  0.339
24 H -0.11319 3.21586 -1.38667  0.427
25 H -1.33232 1.99992 -2.06185  0.364

Results
orbital gap: 11.79 eV
SMILES string: CC(C)C.CCC
highest occupied orbital energy: -10.7 eV
spin multiplicity: 1


Which of them is the most stable? Correct choice: 1.


--- 1 ---
This record from the OMol25 dataset describes a 2-piece molecular cluster, CH9N2O overall. The level of theory is ωB97M-V with the def2-TZVPD basis set.

Each line ends with the Mulliken charge.
Cartesian coordinates (Å):
1 O -1.63592 1.38594 -1.02161  -0.670
2 H -2.18891 1.33383 -1.78627  0.333
3 H 1.18212 0.79029 -0.20346  0.344
4 H -2.24301 1.49094 -0.28205  0.321
5 N 0.67675 0.04711 -0.70630  -0.289
6 C 0.41026 -0.93967 0.37438  -0.277
7 N 0.67622 -0.36440 1.64677  -0.532
8 H 1.15635 -0.36416 -1.50990  0.389
9 H -0.11852 0.55580 -1.17864  0.304
10 H 0.96402 -1.86513 0.19957  0.321
11 H -0.64427 -1.20666 0.23643  0.333
12 H 0.11022 -0.66201 2.41098  0.217
13 H 1.65467 -0.20187 1.82009  0.208

Results
total charge: +1
orbital gap: 11.09 eV
highest occupied orbital energy: -14.4 eV
spin multiplicity: 1


--- 2 ---
This record from the OMol25 dataset describes a 2-piece molecular cluster, CH9N2O overall. The level of theory is ωB97M-V with the def2-TZVPD basis set.

Each line ends with the Mulliken charge.
Cartesian coordinates (Å):
1 O 0.52345 2.01501 -1.57492  -0.642
2 H -0.34014 1.94572 -2.01358  0.326
3 H 0.02727 1.06204 0.40455  0.383
4 H 0.79864 2.79463 -2.08034  0.324
5 N 0.58926 0.21429 0.26706  -0.395
6 C -0.57748 -0.81025 0.34997  -0.334
7 N -0.31135 -1.89111 1.25873  -0.523
8 H 1.31326 0.26627 0.99313  0.317
9 H 1.20436 0.39451 -0.53223  0.380
10 H -0.60240 -1.11110 -0.70121  0.357
11 H -1.55962 -0.41482 0.57870  0.338
12 H -0.54373 -1.68317 2.21370  0.228
13 H -0.52151 -2.78202 0.83643  0.241

Results
total charge: +1
orbital gap: 11.02 eV
highest occupied orbital energy: -14.4 eV
spin multiplicity: 1


Which of them is the most stable? Correct choice: 1.


--- 1 ---
This record from the OMol25 dataset describes a 2-piece molecular cluster, C6H16NO overall. The level of theory is ωB97M-V with the def2-TZVPD basis set.

Each line ends with the Mulliken charge.
Cartesian coordinates (Å):
1 C -1.53443 -0.61746 0.61789  -0.498
2 C -0.82654 -1.64206 -0.31651  -0.928
3 C 0.07671 -0.87431 -1.39373  -0.425
4 C 2.59709 0.58326 1.27122  -1.334
5 C 1.53352 -0.17989 0.60075  -0.046
6 C 1.30039 -0.25218 -0.73363  -0.294
7 N -2.42707 0.12803 -0.29978  -0.224
8 H -0.80030 0.06731 1.12343  0.402
9 H -2.23966 -1.01369 1.40791  0.312
10 H -1.37493 -2.27506 -1.00212  0.440
11 H -0.26070 -2.34998 0.28542  0.348
12 H -0.38477 -0.05311 -2.03069  0.308
13 H 0.37076 -1.58584 -2.17672  0.468
14 H 2.30290 1.11258 2.18909  0.350
15 H 3.16385 1.38374 0.54069  0.269
16 H 3.38547 -0.18575 1.65479  0.319
17 H 1.01989 -0.76215 1.38306  0.360
18 H 2.15134 0.40641 -1.35158  0.193
19 H -3.00980 -0.49493 -0.93268  0.333
20 H -3.04613 0.77194 0.23507  0.426
21 H -1.89255 0.98841 -0.55436  0.227
22 H -0.16396 3.02610 -0.26957  0.300
23 H 0.48860 1.71053 -0.09156  0.329
24 O -0.42970 2.10811 -0.15641  -0.635

Results
total charge: +1
orbital gap: 9.58 eV
highest occupied orbital energy: -12.8 eV
spin multiplicity: 1


--- 2 ---
This record from the OMol25 dataset describes an isolated ion of composition C6H16NO and charge +1. The level of theory is ωB97M-V with the def2-TZVPD basis set.

Each line ends with the Mulliken charge.
Cartesian coordinates (Å):
1 C 2.11256 1.19615 -0.70636  -1.633
2 C 0.80709 1.15608 0.22620  0.587
3 C 1.25504 1.76418 1.57188  -1.735
4 C 0.34634 -0.27070 0.43053  -0.932
5 C -0.74935 -0.73084 -0.48898  0.222
6 N -2.16936 -0.21507 -0.01554  -0.424
7 C -0.87172 -2.18297 -0.71265  -0.673
8 O -2.25622 -2.40408 -1.09070  -0.543
9 H 2.63333 2.16278 -0.71861  0.435
10 H 3.00717 0.78807 -0.20377  0.406
11 H 1.98532 0.87847 -1.65489  0.431
12 H 0.05307 1.93042 -0.15897  0.213
13 H 2.15259 1.21318 1.92858  0.359
14 H 1.44113 2.86325 1.47524  0.399
15 H 0.47088 1.87804 2.25827  0.497
16 H 1.15544 -0.93171 0.22667  0.453
17 H -0.01538 -0.32248 1.47219  0.405
18 H -0.57648 0.03683 -1.34710  0.412
19 H -2.67548 -0.82409 0.60091  0.321
20 H -2.11508 0.75370 0.29715  0.353
21 H -2.85131 -0.12947 -0.88072  0.412
22 H -0.63834 -2.78485 0.24926  0.346
23 H -0.08816 -2.45961 -1.48261  0.344
24 H -2.41308 -3.36526 -1.27599  0.344

Results
total charge: +1
orbital gap: 11.54 eV
SMILES string: CC(C)C[C@H]([NH3+])CO
highest occupied orbital energy: -14.9 eV
spin multiplicity: 1


Which of them is the most stable? Correct choice: 2.